{
  "formula": "C17H28AlClNO",
  "method": "the ωB97M-V functional and the def2-TZVPD basis",
  "symbols": ["C", "C", "C", "C", "C", "C", "C", "C", "C", "C", "Al", "C", "C", "O", "Cl", "H", "H", "H", "H", "H", "H", "H", "H", "H", "H", "H", "H", "H", "H", "H", "H", "H", "H", "H", "H", "H", "H", "H", "N", "C", "C", "C", "C", "C", "H", "H", "H", "H", "H"],
  "xyz": [[-2.608, -2.198, 1.439], [-3.899, -1.935, 2.417], [-5.322, -2.783, 2.381], [-3.796, -0.873, 3.468], [-2.875, 0.481, 3.386], [-3.142, 1.424, 2.072], [-1.903, 1.491, 1.000], [-2.242, 2.785, -0.003], [-0.421, 1.715, 1.664], [0.716, 2.312, 0.646], [1.260, 0.902, -0.796], [2.443, -0.475, 0.247], [2.185, -2.026, -0.225], [1.272, -2.228, -1.188], [3.199, -3.368, 0.583], [-2.682, -1.515, 0.492], [-1.609, -1.891, 2.016], [-2.593, -3.362, 1.186], [-5.184, -3.902, 2.060], [-6.080, -2.182, 1.690], [-5.786, -2.709, 3.478], [-4.418, -1.078, 4.465], [-3.170, 1.143, 4.334], [-1.762, 0.160, 3.553], [-4.077, 0.962, 1.493], [-3.450, 2.533, 2.324], [-1.902, 0.545, 0.287], [-2.082, 3.829, 0.554], [-1.528, 2.812, -0.946], [-3.389, 2.768, -0.306], [-0.036, 0.638, 2.002], [-0.439, 2.360, 2.659], [1.705, 2.456, 1.299], [0.480, 3.365, 0.192], [2.143, 1.523, -1.957], [-0.030, 0.189, -1.444], [3.574, -0.228, 0.063], [2.215, -0.347, 1.401], [5.496, 1.137, -3.801], [5.638, 0.801, -5.102], [5.245, -0.418, -5.631], [4.673, -1.353, -4.774], [4.515, -1.037, -3.429], [4.936, 0.209, -2.994], [6.093, 1.563, -5.729], [5.381, -0.633, -6.684], [4.353, -2.320, -5.152], [4.073, -1.744, -2.736], [4.830, 0.504, -1.954]],
  "nbo_charge": [-0.674, 0.007, -0.660, -0.226, -0.465, -0.412, -0.223, -0.639, -0.423, -0.968, 1.175, -1.028, 0.545, -0.543, -0.139, 0.241, 0.236, 0.222, 0.212, 0.223, 0.217, 0.194, 0.210, 0.231, 0.210, 0.206, 0.230, 0.195, 0.240, 0.196, 0.188, 0.184, 0.195, 0.205, -0.415, -0.407, 0.227, 0.235, -0.418, 0.022, -0.278, -0.169, -0.252, 0.054, 0.183, 0.209, 0.211, 0.232, 0.207],
  "max_force_ev_per_a": 9.1,
  "total_charge": -1,
  "orbital_gap_ha": 0.291,
  "de_lowest_kcal_mol": 149.6,
  "lumo_ev": 2.88
}